{"formula": "C34H54F6O26PS3", "method": "wB97M-V/def2-TZVPD", "homo_lumo_gap_ev": 9.75, "e_lumo_ha": 0.054, "total_charge": -1, "e_homo_ev": -8.295, "symbols": ["P", "F", "F", "F", "F", "F", "F", "O", "C", "O", "C", "C", "C", "H", "H", "H", "H", "H", "H", "O", "C", "O", "C", "C", "C", "H", "H", "H", "H", "H", "H", "O", "C", "O", "C", "C", "C", "H", "H", "H", "H", "H", "H", "O", "C", "O", "C", "C", "C", "H", "H", "H", "H", "H", "H", "O", "C", "O", "C", "C", "C", "H", "H", "H", "H", "H", "H", "O", "C", "O", "C", "C", "C", "H", "H", "H", "H", "H", "H", "O", "C", "O", "C", "C", "C", "H", "H", "H", "H", "H", "H", "C", "C", "O", "S", "O", "O", "O", "H", "H", "H", "H", "C", "C", "O", "S", "O", "O", "O", "H", "H", "H", "H", "C", "C", "O", "S", "O", "O", "O", "H", "H", "H", "H"], "coordinates": [[0.42405, 0.17614, 0.16039], [1.78888, 0.89130, -0.40755], [0.01899, 1.56838, 0.84680], [-0.47956, 0.66011, -1.12119], [-0.86696, -0.59242, 0.82539], [0.73827, -1.15809, -0.66583], [1.45309, -0.30185, 1.33972], [-5.35036, 4.00431, 1.62039], [-4.39565, 3.46375, 1.14457], [-3.58241, 2.66401, 1.87971], [-2.40666, 2.32689, 1.13225], [-2.79795, 2.45606, -0.31908], [-4.00677, 3.38279, -0.32438], [-1.98542, 1.35299, 1.39470], [-1.60977, 2.99343, 1.48226], [-3.01743, 1.46865, -0.74211], [-1.93534, 2.75071, -0.92138], [-4.80568, 3.06092, -0.98162], [-3.61224, 4.36354, -0.60357], [1.13912, -3.61803, 5.11674], [1.77630, -3.83518, 4.12279], [2.26981, -5.05764, 3.86487], [2.85872, -5.07666, 2.55524], [3.19765, -3.62226, 2.23471], [2.07473, -2.89560, 3.00573], [2.12455, -5.45752, 1.84531], [3.79218, -5.62894, 2.47071], [3.26813, -3.35071, 1.18639], [4.09142, -3.30174, 2.77671], [1.18110, -2.78727, 2.37947], [2.18836, -1.87812, 3.37632], [4.57852, 5.41360, -3.75799], [4.50843, 4.68608, -2.80932], [4.74121, 3.35465, -2.86659], [4.80993, 2.83296, -1.52045], [5.16958, 4.02809, -0.61959], [4.42671, 5.13273, -1.37845], [5.55064, 2.04170, -1.42095], [3.86687, 2.40986, -1.16641], [6.23223, 4.21383, -0.48021], [4.73533, 3.98524, 0.38072], [5.06334, 6.01198, -1.30212], [3.38499, 5.24891, -1.08508], [-3.16140, -2.32507, 6.70997], [-2.74135, -1.77422, 5.73891], [-3.54226, -1.57266, 4.65755], [-2.91509, -0.70191, 3.71327], [-1.44331, -0.96233, 3.95892], [-1.39761, -1.13993, 5.46586], [-3.04443, 0.35489, 3.97465], [-3.24031, -0.86943, 2.69177], [-0.83801, -0.08236, 3.72424], [-0.98813, -1.81393, 3.45330], [-1.36418, -0.15315, 5.93349], [-0.57543, -1.76525, 5.80669], [-0.15748, 0.11849, -5.18097], [-1.15801, -0.20576, -4.60245], [-2.08270, 0.70430, -4.27726], [-3.11744, 0.13044, -3.50305], [-2.49606, -1.18105, -2.97192], [-1.61609, -1.57828, -4.17044], [-4.03154, -0.07633, -4.06142], [-3.34179, 0.75636, -2.63856], [-3.33806, -1.84167, -2.75700], [-1.96223, -0.98199, -2.04519], [-2.18567, -1.92018, -5.04109], [-0.78746, -2.26475, -4.03370], [-4.13688, -3.61321, 0.94630], [-4.71292, -2.56888, 1.00135], [-5.94674, -2.43882, 1.51015], [-6.40532, -1.06760, 1.34308], [-5.20036, -0.23463, 0.91462], [-4.35023, -1.32543, 0.23759], [-6.75588, -0.81932, 2.34457], [-7.20687, -1.00453, 0.61112], [-4.61313, 0.38450, 1.58559], [-5.54589, 0.42008, 0.11089], [-3.27310, -1.17338, 0.35884], [-4.49853, -1.36234, -0.84043], [-0.20643, -6.74812, -0.01542], [-0.83740, -5.81579, -0.43690], [-0.24255, -4.62975, -0.67132], [-1.12899, -3.64626, -1.22130], [-2.36587, -4.46531, -1.59754], [-2.28749, -5.74515, -0.80531], [-0.73538, -3.10913, -2.07618], [-1.36093, -2.98979, -0.37848], [-2.39232, -4.47555, -2.69231], [-3.27537, -3.90719, -1.36445], [-2.62972, -6.60379, -1.37667], [-2.88229, -5.62869, 0.10215], [4.26446, 1.34194, 2.57770], [2.97498, 2.09792, 2.37348], [3.01893, 3.20908, 3.26229], [4.56311, 3.53330, 3.72355], [4.68871, 3.27150, 5.12278], [4.92511, 4.84325, 3.29882], [5.23413, 2.31706, 2.87646], [4.59708, 0.69281, 1.76577], [4.20031, 0.61310, 3.39944], [2.13780, 1.44132, 2.58355], [2.89646, 2.51430, 1.36689], [2.55786, -1.25027, -2.89711], [3.69556, -1.39886, -1.88229], [4.77373, -0.70415, -2.49536], [4.82977, -1.08579, -4.06368], [5.63204, -2.25059, -4.29609], [5.03853, 0.11721, -4.79849], [3.23664, -1.47573, -4.12843], [2.14584, -0.24011, -2.83918], [1.73884, -1.96118, -2.84575], [3.99522, -2.45389, -1.85347], [3.49925, -1.09951, -0.85784], [0.59750, 3.13593, -3.06621], [-0.90798, 3.26962, -3.19106], [-1.21946, 4.50396, -2.50917], [0.13915, 5.31269, -2.09207], [0.56233, 4.88832, -0.78867], [0.01243, 6.69625, -2.40483], [1.01995, 4.47617, -3.14498], [0.99764, 2.53225, -3.88032], [0.86080, 2.59194, -2.15749], [-1.50493, 2.48549, -2.73164], [-1.28611, 3.36700, -4.21017]], "atomic_forces_ev_per_a": [[0.663, 0.137, -0.508], [-0.587, 0.301, -1.162], [0.704, -0.564, 0.698], [0.216, -0.078, 0.006], [0.707, 0.620, 0.020], [0.388, -0.494, -0.127], [-1.388, -0.297, 0.698], [0.111, 0.239, 0.031], [-0.815, -1.073, -0.196], [-0.187, 0.173, 0.187], [0.758, 0.086, 0.761], [0.558, -0.913, -0.796], [1.591, 0.545, 0.295], [-1.004, -0.016, 0.125], [-0.279, 0.322, -0.483], [-0.318, -0.035, 0.361], [-0.341, 0.486, 0.348], [-0.249, 0.223, 0.143], [-0.575, 0.163, -0.218], [0.125, 0.109, 0.053], [-0.823, 0.024, 0.537], [0.701, -0.499, -0.299], [0.328, 0.725, -0.962], [-0.548, 1.293, 1.338], [-0.513, 0.247, -1.007], [-0.007, -0.187, 0.026], [-0.309, -0.597, 0.634], [-0.036, -0.206, -0.062], [0.426, -0.399, -0.410], [-0.108, -0.355, 0.048], [0.637, -0.109, 0.024], [-0.491, -0.437, -0.327], [1.011, 0.618, -0.076], [-0.262, -0.555, 0.447], [0.547, -0.033, 1.152], [-1.443, -0.082, 0.089], [1.291, 0.069, 0.155], [0.065, -0.022, -0.664], [-0.288, 0.064, -0.527], [0.055, 0.001, -0.434], [0.136, -0.482, 0.028], [-0.857, 0.583, -0.041], [0.096, 0.253, 0.225], [0.168, -0.194, 0.152], [-0.232, 0.329, 0.183], [-0.857, 0.163, -0.423], [1.267, 0.041, 0.396], [1.378, 0.728, -0.111], [-0.148, -0.376, -0.194], [-0.688, -0.102, 0.003], [-0.192, -0.323, 0.179], [-0.058, -0.125, -0.443], [-0.411, -0.105, -0.149], [-0.027, -0.144, 0.287], [-0.061, 0.064, 0.150], [-0.180, -0.206, 0.176], [1.262, -0.081, -0.642], [-0.639, 0.871, -0.153], [0.316, -0.954, 1.323], [-1.137, -0.227, -0.630], [-0.156, 0.585, 0.257], [0.155, 0.262, -0.361], [-0.077, 0.370, -0.367], [0.329, -0.381, 0.004], [0.353, -0.104, -0.161], [-0.282, -0.259, 0.266], [0.053, 0.105, 0.193], [0.475, -0.482, 0.678], [-0.932, -0.558, -2.148], [0.037, 0.494, 0.060], [0.371, 0.066, 1.765], [-0.011, -0.140, -2.193], [1.310, 1.111, 1.083], [-0.341, 0.321, -0.241], [-0.026, -0.308, 0.007], [-0.473, -0.309, 0.634], [0.030, 0.351, 0.250], [-0.034, 0.135, -0.003], [-0.418, -0.580, 0.080], [-0.272, 0.236, 0.033], [0.616, -0.635, -0.031], [0.975, 0.274, -0.366], [-1.149, -0.700, 1.432], [-0.923, 1.696, -0.927], [-0.262, 0.305, -0.474], [0.575, -0.113, 0.265], [0.140, 0.400, -0.362], [0.095, -1.041, 0.022], [0.088, -0.026, 0.265], [0.166, -0.217, 0.265], [0.037, -0.192, 0.035], [-0.267, -1.532, 0.492], [-0.101, -0.209, -0.897], [1.400, 0.347, 0.823], [-1.419, -0.374, 0.820], [-0.011, -0.372, -0.563], [0.228, -0.789, -0.814], [0.616, 1.731, 0.233], [-0.030, 0.714, -0.479], [-0.170, 0.493, 0.299], [-0.199, 0.357, 0.101], [-0.099, -0.282, -0.052], [0.320, 0.534, 0.658], [-0.594, -1.722, -0.179], [0.681, 0.436, -0.374], [-1.437, 0.338, 0.376], [-0.681, 0.733, 0.237], [0.210, -0.680, 0.288], [1.282, -0.064, -0.913], [0.048, 0.022, -0.252], [0.223, -0.174, 0.261], [-0.167, -0.053, 0.138], [0.054, 0.678, -0.227], [-0.815, -1.734, -0.507], [-0.803, 0.044, -0.083], [0.354, 1.159, 0.695], [-0.511, -1.629, -0.059], [-0.388, 0.530, -0.391], [0.180, -0.960, -0.183], [0.991, 1.435, 0.222], [0.158, 0.490, -0.238], [0.208, 0.607, 0.344], [0.447, -0.068, 0.103], [0.391, 0.123, -0.071]], "mulliken_charge": [1.56, -0.32, -0.42, -0.24, -0.63, -0.41, -0.27, -0.62, 0.39, -0.42, 0.17, 2.66, -0.55, -0.41, 0.26, -1.09, -1.44, 0.36, 0.28, -0.58, 0.26, -0.38, -0.38, -0.38, 0.51, 0.22, 0.35, 0.19, 0.29, -0.35, 0.25, -0.64, 0.50, -0.37, 0.42, -0.12, -0.46, 0.32, -0.40, 0.38, -0.17, 0.37, 0.17, -0.61, 0.42, -0.43, 0.99, 0.17, -0.53, 0.24, -0.98, -0.07, 0.06, 0.30, 0.32, -0.63, 0.34, -0.34, -0.12, 0.46, -0.31, 0.34, -0.03, 0.41, -0.50, 0.42, 0.25, -0.51, 0.29, -0.42, -0.68, -0.24, 0.68, 0.33, 0.27, 0.14, 0.31, -0.58, 0.43, -0.63, 0.33, -0.36, 1.79, -0.44, -0.53, -0.73, -0.61, 0.45, 0.09, 0.35, 0.17, -0.08, 0.93, -0.37, 1.10, -0.57, -0.53, -0.38, 0.21, 0.37, -0.40, -0.25, 0.82, 0.02, -0.37, 1.07, -0.59, -0.50, -0.40, -0.27, -0.17, 0.43, -0.06, 0.17, 0.47, -0.38, 1.07, -0.46, -0.63, -0.41, 0.54, -0.25, -0.46, 0.40]}